Record 1
7
Properties=species:S:1:pos:R:3:forces:R:3 method="wB97M-V/def2-TZVPD" de_lowest_kj_mol=42.6 homo_ha=-0.4086 total_charge=0 e_tot_ev=-16405.06259
N -2.759 -1.587 -0.830 -0.45 -0.75 -0.49
C -2.078 -1.038 -0.094 0.91 1.35 1.02
P -1.376 0.233 1.059 2.02 -2.26 0.74
O 0.387 -0.153 1.138 -3.03 0.32 -0.48
C -1.530 1.466 -0.178 1.02 0.42 -0.22
N -1.563 2.408 -0.832 -0.21 0.19 -0.20
H 0.490 -0.965 1.685 -0.27 0.74 -0.36

Record 2
103
Properties=species:S:1:pos:R:3:forces:R:3 method="wB97M-V/def2-TZVPD" de_lowest_kj_mol=0.0 homo_ha=-0.1190 total_charge=-1 e_tot_ev=-361429.36377
C 5.244 -2.984 0.658 0.10 -0.23 -0.27
C 4.260 -2.165 0.310 -0.46 -0.12 -0.27
P 2.790 -1.614 1.341 0.27 0.24 -0.06
C 2.642 -3.301 2.189 0.10 0.05 0.01
F 2.934 -0.040 0.528 0.07 0.00 0.08
C 1.332 -0.883 2.364 -0.08 -0.29 -0.14
C -0.055 -1.468 2.202 -0.36 0.44 0.95
O -0.773 -0.742 1.167 0.34 -0.42 -0.41
C -1.807 -1.400 0.623 -0.09 -0.02 -0.26
O -2.754 -1.823 1.227 -0.01 -0.23 0.19
P 4.311 -0.752 2.883 0.14 -0.45 0.47
N 3.508 0.682 3.413 0.52 -0.16 -0.27
O 5.591 -0.129 2.001 -0.15 0.26 0.13
P 1.295 -2.321 -0.346 -0.92 -0.43 0.28
O 2.118 -3.542 -1.109 0.40 0.36 -0.09
Br 1.187 -0.688 -1.939 0.19 0.00 -0.11
H 6.183 -2.900 0.119 -0.35 -0.67 -0.07
H 5.172 -3.763 1.407 0.13 0.47 0.54
H 4.319 -1.710 -0.676 0.37 0.66 0.30
H 3.499 -3.389 2.861 -0.02 -0.05 0.01
H 1.748 -3.410 2.805 -0.05 -0.05 -0.09
H 2.713 -4.113 1.462 -0.13 -0.02 0.01
H 1.290 0.191 2.225 -0.12 0.04 -0.05
H 1.603 -1.040 3.412 0.13 -0.02 -0.06
H -0.061 -2.536 1.984 0.01 0.04 -0.27
H -0.623 -1.348 3.133 0.00 0.09 -0.06
H -1.707 -1.505 -0.469 -0.02 0.29 0.03
H 3.203 1.273 2.643 -0.08 0.03 0.07
H 4.153 1.189 4.006 -0.18 0.20 0.05
H 5.272 0.642 1.515 0.00 -0.11 -0.34
H 1.979 -3.466 -2.060 -0.03 -0.24 -0.12
Cl 1.207 -3.831 -4.311 0.14 -0.02 -0.27
C -0.311 -4.763 -4.254 -0.05 0.16 0.17
C -0.089 -6.220 -3.959 -0.06 -0.03 0.10
Cl 0.701 -7.077 -5.316 0.01 0.00 0.00
H -0.829 -4.618 -5.199 0.05 0.00 -0.02
H -0.900 -4.316 -3.456 0.13 -0.15 -0.11
H -1.051 -6.704 -3.795 0.00 0.03 -0.02
H 0.531 -6.353 -3.076 0.05 0.01 -0.03
Cl -3.062 -3.903 -2.444 -0.17 0.07 0.07
C -4.659 -4.629 -2.150 -0.07 0.09 0.05
C -4.564 -6.096 -1.824 -0.06 -0.02 0.09
Cl -4.050 -7.068 -3.232 0.02 -0.01 0.00
H -5.272 -4.456 -3.032 0.03 -0.02 -0.03
H -5.098 -4.098 -1.307 0.04 -0.01 0.03
H -5.543 -6.466 -1.525 -0.01 -0.01 -0.03
H -3.857 -6.277 -1.019 0.05 0.01 -0.04
Cl 1.837 1.464 6.032 -0.18 0.07 -0.06
C 0.437 2.570 6.052 0.01 0.08 0.22
C -0.713 2.109 5.195 -0.04 -0.03 -0.03
Cl -0.360 2.223 3.451 0.03 0.02 -0.02
H 0.780 3.553 5.740 0.07 -0.04 -0.04
H 0.112 2.624 7.090 -0.08 0.03 -0.03
H -1.573 2.752 5.382 0.01 0.00 0.02
H -0.989 1.081 5.413 0.08 -0.03 -0.07
Cl -2.939 1.345 -2.397 -0.06 0.06 0.10
C -2.381 1.885 -0.788 0.09 -0.01 -0.06
C -3.405 2.716 -0.068 0.00 -0.09 0.14
Cl -3.660 4.313 -0.844 -0.05 0.03 -0.02
H -1.447 2.425 -0.930 0.00 0.00 -0.01
H -2.175 0.994 -0.204 0.03 -0.02 0.04
H -3.069 2.913 0.948 0.04 0.04 -0.01
H -4.370 2.219 -0.028 -0.02 0.03 -0.06
Cl -4.766 4.718 2.775 -0.02 -0.03 0.04
C -5.373 6.065 1.779 0.04 0.01 -0.09
C -6.158 7.064 2.587 0.03 0.07 -0.01
Cl -7.711 6.401 3.167 0.00 0.00 0.01
H -5.970 5.639 0.977 -0.01 -0.03 0.02
H -4.503 6.551 1.342 0.01 0.00 0.02
H -6.395 7.926 1.965 -0.02 -0.02 -0.02
H -5.597 7.398 3.456 -0.02 -0.04 0.03
Cl -1.580 6.564 -6.030 0.03 0.05 0.01
C -1.585 5.503 -4.590 -0.01 -0.05 -0.01
C -1.636 6.289 -3.308 -0.05 -0.03 0.05
Cl -0.132 7.208 -3.012 -0.01 0.02 -0.01
H -0.700 4.877 -4.641 0.02 0.03 -0.01
H -2.464 4.865 -4.665 0.00 0.01 -0.01
H -1.762 5.604 -2.472 0.03 -0.01 -0.01
H -2.459 7.000 -3.311 0.02 0.03 -0.02
Cl 7.697 -1.791 -1.245 0.19 0.20 -0.29
C 7.845 -1.237 -2.930 0.14 -0.01 0.00
C 6.747 -0.283 -3.322 -0.02 0.05 -0.07
Cl 5.159 -1.077 -3.439 0.00 -0.01 0.02
H 7.850 -2.114 -3.573 -0.04 -0.02 0.03
H 8.808 -0.734 -3.013 -0.02 0.03 -0.02
H 6.967 0.127 -4.308 0.02 0.01 0.01
H 6.661 0.534 -2.610 -0.04 -0.04 0.04
Cl -2.443 3.364 -7.571 -0.03 -0.03 -0.02
C -0.799 2.673 -7.644 0.05 0.00 -0.04
C -0.635 1.507 -6.702 0.08 -0.08 0.00
Cl -0.685 1.998 -4.993 0.00 -0.02 -0.04
H -0.096 3.472 -7.420 -0.04 0.02 0.05
H -0.639 2.339 -8.667 -0.03 -0.01 0.00
H 0.332 1.035 -6.869 0.01 0.03 -0.01
H -1.415 0.766 -6.854 -0.03 0.02 0.02
Cl -0.043 -1.886 5.860 0.00 0.01 0.03
C 0.358 -1.693 7.583 0.04 -0.07 0.04
C -0.857 -1.325 8.399 0.13 -0.10 -0.03
Cl -1.420 0.318 7.995 -0.18 0.03 0.19
H 1.133 -0.934 7.660 -0.03 0.03 -0.06
H 0.756 -2.645 7.932 -0.03 -0.01 -0.01
H -0.616 -1.332 9.461 0.05 0.05 -0.01
H -1.679 -2.013 8.219 -0.03 0.05 -0.06

Record 3
22
Properties=species:S:1:pos:R:3:forces:R:3 method="wB97M-V/def2-TZVPD" homo_ha="-0.2074 / -0.3407" total_charge=0 s_squared=2.014 e_tot_ev=-42136.75709 spin_multiplicity=3
C -1.856 -2.177 -2.215 0.04 -0.33 -0.64
C -0.559 -2.298 -1.739 1.87 0.39 -1.56
C -2.797 -1.363 -1.603 -1.24 -1.89 1.44
C -0.200 -1.626 -0.556 -2.85 -0.09 -1.70
C -2.472 -0.799 -0.354 0.55 0.39 -1.25
C -1.167 -0.856 0.073 0.65 -0.57 -0.74
C 2.091 1.522 1.396 -1.02 0.24 -0.27
C 0.848 1.277 0.930 1.70 -0.93 0.55
C 3.090 2.385 0.718 2.59 1.02 -2.21
P -0.441 0.407 1.790 -2.02 -0.40 -1.96
S 0.264 -0.056 3.522 1.54 -0.42 3.32
Cl -1.773 1.979 1.650 -0.53 0.73 0.22
H -2.127 -2.794 -3.073 -0.05 0.44 0.01
H 0.253 -2.701 -2.515 -1.73 0.35 2.26
H -3.871 -1.558 -1.855 1.02 0.89 -0.08
H 0.751 -1.696 -0.209 2.81 -0.03 1.03
H -3.168 -0.204 0.182 -0.76 0.39 0.44
H 2.316 1.162 2.398 0.11 0.21 -0.04
H 0.487 1.344 -0.070 0.24 0.97 -0.90
H 4.229 2.067 0.708 -2.35 -0.29 0.04
H 3.271 3.367 1.227 -0.88 -0.61 -0.22
H 2.830 2.619 -0.405 0.33 -0.47 2.24